Model one:
Molecular formula: C2H7N3OS
Method: DFT, the ωB97M-V functional and the def2-TZVPD basis

```
14
Properties=species:S:1:pos:R:3
C 1.26655 -1.59484 -0.68800
S -0.50700 -1.33211 -0.97479
C -0.63280 0.17143 0.05825
N -1.29556 0.22536 1.12916
O -1.66921 -0.99832 1.65344
N 0.00223 1.26693 -0.40348
N -0.22107 2.52618 0.14393
H 1.42086 -2.62503 -1.04831
H 1.53092 -1.54109 0.35462
H 1.90070 -0.94662 -1.29421
H -1.82491 -1.60570 0.91503
H 0.34501 1.25830 -1.34518
H 0.65643 2.77011 0.67205
H -0.97215 2.42540 0.82750
```

## Properties
SMILES	CS/C(=N\O)NN
HOMO level	-8.284	eV
HOMO-LUMO gap	8.86	eV

These are the Mulliken partial charges, in e, on atoms 1 to 2: C -0.719; S -0.235


Model two:
Molecular formula: C2H7N3OS
Method: DFT, the ωB97M-V functional and the def2-TZVPD basis

```
14
Properties=species:S:1:pos:R:3
C -1.52923 2.04729 0.52363
S -1.37470 0.19140 0.47010
C 0.23344 -0.14468 -0.18349
N 0.95558 -1.07710 0.23399
N 0.59284 -1.86109 1.38290
N 0.76826 0.58637 -1.31710
O 1.89303 -0.16589 -1.74839
H -1.23266 2.58641 -0.37705
H -2.68089 2.05433 0.78107
H -0.96089 2.53348 1.38207
H 1.60776 -1.95843 1.79687
H 0.02595 -1.35631 1.99581
H -0.05540 0.53625 -1.92799
H 1.70514 -1.08392 -1.32454
```

## Properties
SMILES	CS/C(=N\N)NO
HOMO level	-9.071	eV
HOMO-LUMO gap	9.59	eV

These are the Mulliken partial charges, in e, on atoms 1 to 2: C -0.704; S -0.136


Model three:
Molecular formula: C2H7N3OS
Method: DFT, the ωB97M-V functional and the def2-TZVPD basis

```
14
Properties=species:S:1:pos:R:3
H -1.54816 -1.35459 1.14512
N -0.85331 -1.67468 0.40520
C -0.05302 -0.81636 -0.15799
N 0.42874 -1.19685 -1.46513
O 1.83978 -0.88162 -1.73295
N 0.12421 0.50561 0.25427
C -0.26071 0.80921 1.56559
S 0.33963 1.85827 -0.71819
H 0.37663 -2.18621 -1.53883
H 1.81031 -0.04255 -2.28797
H -1.46217 0.56092 1.91668
H 0.48285 0.09716 2.23183
H -0.31072 2.09319 1.63537
H -0.91406 2.22850 -1.25299
```

## Properties
SMILES	[H]/N=C(/NO)N(C)S
HOMO level	-9.464	eV
HOMO-LUMO gap	9.93	eV

These are the Mulliken partial charges, in e, on atoms 1 to 2: H 0.241; N -0.680


Referenced to the most stable arrangement, the calculated values in kcal/mol are model one 0.0; model two 16.3; model three 29.1.


Model one:
Molecular formula: C6H43N2O13
Method: DFT, the ωB97M-V functional and the def2-TZVPD basis

```
64
Properties=species:S:1:pos:R:3
C 1.39548 -1.87144 0.05185
N 0.25722 -1.18057 0.60912
C -0.05980 -1.59106 1.96108
C -1.41443 -0.94567 2.35255
C -1.93060 -1.28363 3.74853
C 2.67755 -0.96539 0.18000
N 2.40473 0.40988 -0.29683
C 3.47012 0.92492 -1.21878
H 1.59820 -2.85548 0.48716
H 1.37053 -2.13055 -1.03192
H -0.53654 -1.10297 -0.01644
H -0.26068 -2.67053 2.03767
H 0.71540 -1.25619 2.65247
H -2.20269 -1.18784 1.63097
H -1.22623 0.10345 2.16472
H -1.37594 -0.73686 4.48999
H -2.99357 -1.03595 3.84578
H -2.01844 -2.36502 3.90802
H 2.87585 -0.91962 1.26474
H 3.53980 -1.42302 -0.29846
H 1.47531 0.39501 -0.75422
H 2.32875 1.05403 0.50400
H 3.91083 0.07818 -1.71817
H 4.18720 1.54712 -0.71150
H 2.95320 1.55276 -1.94150
H 1.65390 -1.72264 4.88444
H 0.80898 -0.42362 5.20889
O 1.62756 -0.89719 5.37765
H -1.02558 4.77756 -0.68164
H -0.58225 5.50284 -1.97852
O -1.07083 4.74627 -1.64420
H -2.04102 1.81803 -0.35668
H -2.47649 1.61407 1.22636
O -1.79193 1.53533 0.56084
H 2.10737 2.01506 2.31311
H 3.26730 1.21539 2.68404
O 3.03711 1.94308 2.03985
H -0.81633 1.13912 -2.10713
H 0.24229 0.29877 -2.85730
O 0.13560 1.07227 -2.27703
H 4.36046 -0.52445 3.80349
H 2.80833 -0.42933 4.16067
O 3.49107 -0.28736 3.46924
H -1.28971 -1.88734 -2.59942
H -2.58910 -1.79173 -1.82674
O -1.66655 -1.46716 -1.80711
H 2.39935 -0.69637 -3.98450
H 1.08390 -1.58969 -3.90497
O 1.65965 -0.96523 -3.43588
H -4.82784 -2.19688 -2.65839
H -4.31552 -2.98424 -1.40436
O -4.43829 -2.10683 -1.78408
H -0.08915 3.22369 2.76243
H -0.54124 2.35845 1.45990
O 0.18637 2.68147 2.02316
H -3.85704 1.08891 -4.21632
H -3.58369 0.24811 -2.94589
O -4.11038 0.98076 -3.29299
H -0.53716 -2.85602 -4.50728
H -0.92528 -1.38891 -5.07897
O -0.76541 -1.94218 -4.30989
H -2.91243 2.05681 -2.34993
H -1.71607 3.10769 -1.92144
O -2.04119 2.18995 -1.94422
```

## Properties
charge	+1
HOMO level	-11.073	eV
HOMO-LUMO gap	8.57	eV

These are the Mulliken partial charges, in e, on atoms 1 to 2: C -0.813; N 0.730


Model two:
Molecular formula: C6H43N2O13
Method: DFT, the ωB97M-V functional and the def2-TZVPD basis

```
64
Properties=species:S:1:pos:R:3
N -2.18676 1.05894 -2.90730
C -0.82997 0.46806 -2.63627
C -0.69350 -0.82275 -3.39939
C -0.63526 0.23970 -1.12228
N -0.99853 1.38020 -0.28325
C 0.12519 1.92276 0.50634
C 0.68169 0.98388 1.57667
C -0.24547 0.85876 2.78075
H -2.89495 0.59559 -2.35318
H -2.42313 0.91370 -3.89397
H -2.12989 2.13870 -2.74154
H -0.10288 1.20825 -2.95041
H -0.76443 -0.67820 -4.47830
H 0.28856 -1.26287 -3.24803
H -1.41552 -1.57863 -3.12116
H 0.40649 -0.03349 -0.96698
H -1.23414 -0.61850 -0.83687
H -1.72071 1.10960 0.36594
H 0.89857 2.22136 -0.18319
H -0.23945 2.82914 1.00242
H 1.64582 1.37007 1.89251
H 0.85821 0.00097 1.12695
H -0.44593 1.84359 3.20967
H -1.20607 0.41546 2.50138
H 0.20123 0.25999 3.56413
H 2.84976 1.48019 -1.20226
H 3.68436 2.77247 -1.37448
O 2.79021 2.46659 -1.24841
H 2.00234 -2.37674 0.72886
H 0.71253 -2.74178 0.04227
O 1.63160 -2.46789 -0.17538
H -3.01107 -0.51463 3.54410
H -2.89512 -1.38591 2.19989
O -2.38038 -0.91107 2.90711
H -0.96531 -1.81057 3.25069
H -0.34198 -2.89486 4.20826
O -0.23220 -2.49028 3.34170
H 3.35886 -0.76845 1.67337
H 4.53886 0.29549 1.71173
O 3.99802 -0.26048 1.14314
H 2.24018 0.24076 -2.91156
H 2.48004 0.47729 -4.42593
O 1.81161 0.59119 -3.72473
H -4.10417 0.34138 5.53113
H -4.70233 0.96810 4.24261
O -4.23483 0.20647 4.58464
H 1.61969 3.26051 -2.37652
H 1.34399 2.65127 -3.72755
O 1.03300 3.37467 -3.14702
H 2.44493 -1.13339 -1.07575
H 3.57482 -0.21717 -0.61227
O 2.99166 -0.36611 -1.37414
H -0.62805 -3.32308 1.76970
H -0.67354 -4.49960 0.74770
O -0.81364 -3.54938 0.81831
H -2.47535 -2.84424 0.59349
H -4.02865 -2.89655 0.70388
O -3.28775 -2.28090 0.62674
H 2.87653 -2.66372 3.00375
H 1.44105 -2.01231 2.86023
O 2.35175 -2.01931 2.49388
H -0.62307 3.58290 -2.78772
H -1.45025 3.43291 -1.51140
O -1.55752 3.56143 -2.45658
```

## Properties
charge	+1
HOMO level	-11.683	eV
HOMO-LUMO gap	9.48	eV

These are the Mulliken partial charges, in e, on atoms 1 to 2: N 0.061; C 0.180


Referenced to the most stable arrangement, the calculated values in kcal/mol are model one 45.1; model two 0.0.


Model one:
Molecular formula: C3H9PS3
Method: DFT, the ωB97M-V functional and the def2-TZVPD basis

```
16
Properties=species:S:1:pos:R:3
C -0.86450 1.28694 -1.00045
C 2.24896 -1.65038 0.34431
C -0.94674 0.54348 0.25600
P -2.75823 0.13145 0.58527
S -3.04992 -1.59629 1.49740
S -4.00507 1.47242 0.10481
S 2.71114 -0.02860 -0.43698
H 0.13326 1.22920 -1.45586
H -1.61481 0.78196 -1.75004
H -1.22754 2.33983 -1.00210
H 2.73513 -2.31944 -0.28997
H 1.21735 -1.75366 0.17152
H 2.42094 -1.75709 1.43659
H -0.70647 1.30893 1.03023
H -0.21557 -0.30596 0.37824
H 3.92208 0.31720 0.13103
```

## Properties
HOMO level	-9.327	eV
HOMO-LUMO gap	8.37	eV

These are the Mulliken partial charges, in e, on atoms 1 to 2: C -0.999; C -0.768


Model two:
Molecular formula: C3H9PS3
Method: DFT, the ωB97M-V functional and the def2-TZVPD basis

```
16
Properties=species:S:1:pos:R:3
C 1.64683 -0.98331 0.53261
C 0.63302 0.15790 0.29397
C -0.57962 -0.29865 -0.48601
P -1.55973 -1.64143 0.30932
S 1.22824 1.75688 -0.38291
S -1.99427 1.79341 0.46924
S -0.62046 0.02082 -2.20983
H 1.22059 -1.90744 0.99989
H 2.14070 -1.10444 -0.46960
H 2.54562 -0.71768 1.13083
H 0.27950 0.25096 1.42021
H -2.46445 -0.71402 0.93606
H -2.32735 -1.90061 -0.98778
H 0.43276 2.53655 0.31189
H -3.11416 2.08909 -0.37308
H 0.62638 0.37641 -2.12597
```

## Properties
HOMO level (spin up / spin down)	-8.095 / -7.938	eV
HOMO-LUMO gap (spin up / spin down)	6.85 / 6.61	eV

These are the Mulliken partial charges, in e, on atoms 1 to 2: C -1.198; C -0.502


Referenced to the most stable arrangement, the calculated values in kcal/mol are model one 0.0; model two 85.9.


Model one:
Molecular formula: C3H7N2O
Method: DFT, the ωB97M-V functional and the def2-TZVPD basis

```
13
Properties=species:S:1:pos:R:3
C -0.54034 -0.13250 0.00395
C 2.35826 -0.43615 0.08868
C -1.90635 0.43869 -0.00427
N 0.53207 0.92012 -0.00276
N -0.14640 -1.30450 -0.14205
O 1.79726 0.64156 -0.07567
H 3.37987 -0.32955 -0.17755
H 1.97689 -1.38992 0.38108
H -2.64529 -0.19031 0.55241
H -2.26464 0.58326 -1.02939
H -1.94251 1.22943 0.77476
H 0.35820 1.93056 -0.18614
H -0.95702 -1.96069 -0.18305
```

## Properties
charge	+1
HOMO level	-15.159	eV
HOMO-LUMO gap	9.70	eV

These are the Mulliken partial charges, in e, on atoms 1 to 2: C 0.680; C 0.001


Model two:
Molecular formula: C3H7N2O
Method: DFT, the ωB97M-V functional and the def2-TZVPD basis

```
13
Properties=species:S:1:pos:R:3
N 1.29197 0.08939 -1.66392
C 0.52057 0.80044 -0.80034
C -0.86602 0.44632 -0.42277
O -1.15617 1.23187 0.64263
C -0.05490 0.37028 0.90932
N -0.44316 -0.81045 1.62026
H 2.13901 0.64443 -1.95791
H 0.94793 -0.68237 -2.35341
H 0.93373 1.79198 -0.62279
H -1.37816 -0.30989 -1.06659
H -1.47007 -0.74820 1.98443
H -0.09550 -1.05927 2.51115
H -0.36923 -1.76454 1.21993
```

## Properties
SMILES	N[C@H]1[C@@H]2O[C@@]12[NH3+]
charge	+1
HOMO level	-13.343	eV
HOMO-LUMO gap	9.59	eV

These are the Mulliken partial charges, in e, on atoms 1 to 2: N -0.459; C 0.103


Referenced to the most stable arrangement, the calculated values in kcal/mol are model one 0.0; model two 13.7.